Record 1
10
Properties=species:S:1:pos:R:3:forces:R:3 method="wB97M-V/def2-TZVPD" charge=0 gap_ev=8.77 relative_energy_kcal_mol=84.59 total_energy_ha=-230.741903 molar_mass_g_mol=76.10 homo_ev=-9.073
C 1.187 -0.776 -0.048 3.1 -1.6 -0.7
C 0.078 -1.240 -0.052 1.1 -1.9 0.0
C -1.242 -1.195 0.084 -4.3 0.5 -0.1
C -1.542 0.109 -0.104 0.3 -0.4 0.8
C -0.949 1.225 -0.008 0.9 -0.9 -0.8
C 0.356 1.442 0.034 -1.3 6.4 1.5
H 2.183 -0.756 -0.463 -0.2 0.1 0.5
H -1.937 -1.949 0.370 -0.2 -0.6 0.1
H 1.068 0.724 -0.179 1.0 -0.9 -1.1
H 0.800 2.416 0.366 -0.4 -0.8 -0.3

***

Record 2
62
Properties=species:S:1:pos:R:3:forces:R:3 method="wB97M-V/def2-TZVPD" charge=0 gap_ev=9.41 relative_energy_kcal_mol=170.10 total_energy_ha=-1361.117535 molar_mass_g_mol=351.39 homo_ev=-9.425
C -1.919 -3.264 -0.123 -0.2 -2.7 -1.4
C -2.915 -3.076 -1.397 0.4 1.1 2.8
C -3.104 -1.483 -1.460 -3.0 -1.9 -1.4
C -2.255 -0.995 -2.617 -0.9 3.2 0.3
C -0.795 -1.313 -2.409 -1.5 -3.2 -2.3
C 0.034 -0.524 -1.802 1.3 -0.1 1.4
N -2.148 -2.484 1.055 -0.9 -0.2 0.5
H -2.058 -4.296 0.262 0.1 0.3 -0.6
H -0.862 -3.296 -0.427 -0.3 0.6 -0.2
H -3.868 -3.629 -1.145 0.9 0.8 -0.3
H -2.501 -3.531 -2.318 -0.1 0.4 0.5
H -4.252 -1.336 -1.657 2.1 0.1 -0.1
H -3.025 -0.966 -0.512 0.6 -0.3 -0.5
H -2.342 0.181 -2.731 0.1 -2.1 0.3
H -2.811 -1.386 -3.475 1.1 -0.2 -0.4
H -0.498 -2.380 -2.838 -0.1 2.4 1.1
H 1.065 -0.806 -1.634 -0.1 -0.2 0.2
H -0.235 0.397 -1.314 -0.6 -0.4 -0.1
H -2.358 -1.521 0.820 0.0 -0.2 0.5
H -3.009 -2.916 1.439 0.7 1.0 0.1
H 2.304 0.734 3.392 0.0 0.3 0.2
H 2.139 -0.252 2.316 0.0 -2.0 -0.6
O 2.095 0.669 2.459 0.0 2.0 0.5
H 3.391 0.357 -0.508 0.1 0.1 0.6
H 4.614 0.082 -1.352 -0.5 0.8 3.7
O 4.344 0.304 -0.334 0.5 -0.8 -4.5
H -2.230 4.019 -2.272 0.3 -2.0 1.4
H -2.452 2.747 -1.169 0.7 1.5 -1.4
O -1.842 3.188 -1.843 -1.4 0.6 0.3
H 1.696 3.259 2.399 -2.2 -0.4 -2.1
H 0.915 2.778 1.025 0.5 0.3 1.1
O 0.788 3.164 1.918 1.4 0.4 1.1
H 4.971 -0.737 1.127 -0.8 -1.4 0.8
H 4.069 -1.016 2.365 1.1 -0.6 -1.0
O 4.660 -1.488 1.720 0.3 1.9 0.4
H 3.963 3.107 -0.023 -1.4 0.9 2.4
H 2.742 2.483 0.469 1.0 1.5 1.4
O 3.327 3.247 0.797 0.7 -2.4 -3.3
H -2.106 2.417 2.520 0.2 -0.1 -0.9
H -1.264 2.794 1.262 -1.4 -0.6 0.7
O -2.140 2.391 1.527 0.9 0.6 -0.7
H 2.181 2.847 -1.624 2.5 -0.4 -0.7
H 3.439 3.177 -2.585 0.0 0.3 -0.4
O 3.198 2.681 -1.807 -2.4 -0.1 0.4
H -0.016 1.761 -1.345 0.8 1.1 -0.1
H 0.012 3.244 -1.029 -0.1 0.1 -0.3
O 0.610 2.493 -1.153 -0.4 -0.3 0.6
H -1.151 1.620 4.295 0.7 -6.0 2.2
H -0.471 2.666 3.757 -2.5 0.5 -0.1
O -1.438 2.406 4.024 2.0 5.5 -1.7
H 1.995 0.581 -2.856 -0.9 -1.0 -1.0
H 1.151 -0.541 -3.701 -3.0 -1.7 0.7
O 1.854 0.019 -3.651 4.7 3.2 -0.5
H -3.906 0.777 0.641 0.0 -1.1 0.0
H -4.816 -0.002 1.489 -0.9 -0.2 1.1
O -4.272 -0.142 0.733 0.7 1.8 -0.4
H 0.343 -3.576 1.280 -0.3 -1.3 -0.2
H 0.155 -4.345 2.497 -0.4 -0.3 1.4
O 0.404 -4.509 1.603 0.4 1.5 -1.1
H 2.890 -2.577 1.850 0.2 0.6 0.1
H 1.483 -2.271 1.913 -7.3 -3.0 -2.0
O 2.228 -1.931 2.155 6.5 1.9 2.0

***

Record 3
62
Properties=species:S:1:pos:R:3:forces:R:3 method="wB97M-V/def2-TZVPD" charge=0 gap_ev=9.14 relative_energy_kcal_mol=68.25 total_energy_ha=-1361.279845 molar_mass_g_mol=351.39 homo_ev=-8.936
C 3.453 0.343 -0.786 0.7 -0.5 0.0
C 2.664 1.358 0.036 -0.4 1.1 0.0
C 1.186 1.195 -0.221 0.6 -1.5 0.9
C 0.304 2.020 -0.743 -0.8 1.8 -0.4
N 0.450 3.409 -1.176 0.0 -0.8 0.1
C 0.735 -0.171 0.242 -1.3 -1.3 1.0
C -0.391 -0.802 -0.610 0.5 1.0 1.3
H 3.688 -0.565 -0.227 -0.4 -0.1 0.0
H 2.887 0.056 -1.676 0.1 0.0 0.0
H 4.444 0.668 -1.116 -0.2 0.5 0.0
H 2.801 1.270 1.122 0.2 -0.2 -0.4
H 2.969 2.383 -0.165 0.1 0.1 -0.3
H -0.760 1.818 -0.817 0.2 -1.0 0.1
H 0.911 3.995 -0.505 0.4 0.1 0.0
H 0.866 3.459 -2.093 0.3 0.3 0.0
H 1.479 -0.945 0.439 0.8 0.4 -0.9
H 0.378 -0.160 1.289 -0.2 0.8 -0.2
H -1.319 -0.354 -0.269 -0.4 0.0 -0.1
H -0.448 -1.880 -0.484 0.0 0.1 -0.1
H -0.219 -0.509 -1.622 -0.1 -0.1 -0.2
H -2.421 -1.160 -2.058 0.2 -0.4 0.2
H -2.240 -0.085 -3.064 0.3 -0.3 -0.3
O -1.980 -1.021 -2.902 -0.5 0.4 -0.5
H -0.697 3.178 2.905 0.0 0.2 0.9
H -2.307 3.126 3.213 0.5 0.3 0.6
O -1.600 3.077 2.568 -0.4 -0.1 -1.3
H -0.083 -4.420 1.875 0.0 -0.2 -0.3
H -0.147 -3.796 0.426 -0.2 -0.5 -0.1
O -0.124 -3.602 1.376 -0.1 0.5 0.4
H 0.427 -2.168 2.400 0.0 -0.6 0.1
H 0.737 -2.213 3.940 -0.3 -0.3 0.0
O 1.016 -1.851 3.102 0.4 0.7 0.2
H -1.822 1.411 2.373 0.1 -0.1 0.1
H -1.719 -0.144 2.516 0.2 -0.1 -0.1
O -2.336 0.578 2.379 -0.2 -0.1 0.0
H -2.943 2.810 -0.558 0.1 0.3 0.4
H -3.035 1.955 0.719 0.2 0.0 0.2
O -3.189 1.943 -0.229 -0.2 -0.2 -0.6
H -2.747 2.010 -2.461 -0.1 -0.2 0.0
H -3.848 1.006 -2.768 -0.1 0.2 0.1
O -3.103 1.466 -3.175 0.0 0.1 0.0
H -0.022 -1.692 -3.048 0.0 0.0 0.0
H 1.500 -2.046 -3.120 -0.3 0.2 -0.5
O 0.657 -2.309 -2.738 0.4 -0.4 -0.4
H 2.020 -2.585 -1.473 -0.6 -0.7 0.1
H 2.524 -3.773 -0.476 -0.6 -0.2 -0.6
O 2.573 -2.856 -0.743 1.2 0.7 0.9
H 1.400 0.922 -4.411 0.4 0.0 0.1
H 0.102 0.219 -4.543 0.0 -0.3 0.0
O 1.045 0.030 -4.443 -0.4 0.3 0.0
H 1.461 2.743 4.030 0.0 -0.1 -0.3
H 1.460 3.831 2.954 0.2 0.0 0.0
O 0.932 3.465 3.668 -0.1 0.2 0.1
H 2.449 0.102 2.619 0.0 0.0 -0.7
H 1.974 0.161 3.963 -0.4 0.2 0.3
O 2.107 0.763 3.222 0.3 -0.1 0.7
H -3.920 -0.340 1.915 0.0 -0.2 0.1
H -4.193 -1.745 2.464 0.1 -0.1 0.1
O -4.528 -1.096 1.847 -0.2 0.2 -0.3
H 0.029 -3.545 -1.742 -0.2 -0.5 -0.3
H -1.112 -4.610 -1.842 -0.1 0.1 -0.1
O -0.370 -4.328 -1.304 0.3 0.1 0.3

***

Record 4
63
Properties=species:S:1:pos:R:3:forces:R:3 method="wB97M-V/def2-TZVPD" charge=0 gap_ev=10.40 relative_energy_kcal_mol=40.84 total_energy_ha=-1382.321689 molar_mass_g_mol=354.39 homo_ev=-10.663
C 0.599 -0.309 -3.169 1.0 -0.7 0.3
O -0.504 0.448 -3.662 0.2 0.1 0.9
C 0.220 -1.170 -1.967 -0.3 -0.5 -0.4
C -0.133 -0.299 -0.751 0.7 -0.7 -0.5
C 1.250 0.134 -0.126 -2.0 1.3 1.7
C 1.209 1.675 0.086 0.2 0.4 -0.8
C 1.388 -0.625 1.215 0.7 1.0 0.0
H 1.458 0.346 -2.944 -1.0 0.0 0.1
H 1.054 -0.973 -3.911 -0.5 0.1 -0.4
H -0.797 0.110 -4.489 -0.3 -0.5 -0.9
H 1.061 -1.829 -1.684 0.1 0.5 -0.1
H -0.489 -1.947 -2.304 -0.5 0.7 0.3
H -0.850 0.514 -0.948 0.8 0.2 -0.6
H -0.724 -0.837 -0.013 0.7 -0.5 0.1
H 2.118 0.043 -0.772 -0.2 -0.9 -0.2
H 1.706 2.066 -0.807 -0.3 0.4 -0.2
H 1.787 2.122 0.890 0.1 -0.5 0.5
H 0.207 2.121 0.121 0.2 -0.3 0.1
H 2.093 -1.447 1.157 -0.2 -0.2 0.1
H 0.457 -0.960 1.630 -0.5 -0.5 -0.2
H 1.703 0.090 1.982 0.5 -0.1 0.1
H -0.687 -4.719 2.176 -0.8 -0.3 -1.9
H 0.162 -5.127 1.009 -0.8 0.3 -0.6
O -0.791 -4.925 1.191 1.6 -0.1 2.5
H 3.757 -2.255 0.585 0.1 -0.2 -0.3
H 4.749 -2.830 -0.368 0.5 -0.3 -0.2
O 3.805 -2.751 -0.256 -0.3 0.2 0.2
H -3.984 2.710 1.522 -0.3 0.7 0.2
H -4.828 1.946 0.619 -0.6 -0.3 -0.3
O -4.925 2.517 1.385 0.7 -0.4 0.2
H -3.142 -0.897 0.940 0.3 -0.4 0.4
H -2.404 -0.925 -0.397 2.6 -2.1 -1.5
O -3.098 -0.564 0.054 -3.6 3.2 1.2
H -2.817 -2.938 0.741 -0.6 0.2 0.2
H -1.674 -3.699 0.246 0.1 0.0 -0.4
O -2.313 -3.025 -0.066 0.6 -0.6 0.1
H 0.220 2.110 -3.033 0.5 -0.3 0.3
H -0.585 2.826 -3.941 -0.5 0.4 -0.7
O 0.230 2.968 -3.468 0.2 0.2 0.0
H 0.387 4.525 -0.924 0.6 -0.1 0.2
H -0.159 4.119 -2.331 0.2 0.0 0.6
O -0.375 4.581 -1.485 -1.0 0.2 -0.2
H 3.794 1.147 -3.192 1.2 1.8 -1.2
H 3.956 -0.300 -2.741 -0.4 0.6 -0.1
O 3.355 0.469 -2.747 -0.1 -2.2 1.3
H 2.452 -4.218 0.930 0.0 0.0 -0.6
H 2.101 -4.344 -0.553 0.8 0.9 -1.7
O 1.874 -4.649 0.289 -0.9 -1.2 2.4
H -1.845 3.726 -0.131 0.5 0.3 -1.2
H -2.454 2.270 0.280 1.0 2.4 0.2
O -2.181 3.206 0.589 -1.2 -3.0 0.8
H -2.039 -0.544 3.300 0.0 2.1 -1.1
H -2.619 -1.157 4.474 -1.2 0.3 1.4
O -2.071 -1.350 3.748 1.3 -2.6 -0.4
H -3.056 1.716 3.607 -0.1 -0.4 0.4
H -4.335 1.171 3.053 0.2 -0.3 0.4
O -3.619 0.923 3.677 -0.1 1.0 -0.8
H -1.355 3.127 2.338 0.1 -0.2 0.8
H -0.344 4.045 2.636 1.4 1.6 -0.3
O -0.791 3.379 3.111 -1.5 -1.4 -0.6
H 4.410 -0.527 0.370 -0.1 0.3 1.5
H 3.829 -0.303 1.895 2.0 -0.9 -1.9
O 4.597 -0.705 1.331 -1.9 1.1 0.5

***

Record 5
63
Properties=species:S:1:pos:R:3:forces:R:3 method="wB97M-V/def2-TZVPD" charge=0 gap_ev=8.69 relative_energy_kcal_mol=106.29 total_energy_ha=-1382.217395 molar_mass_g_mol=354.39 homo_ev=-8.633
C 1.945 -1.350 -0.425 -2.2 -2.9 0.4
C 1.012 -0.293 -1.034 -0.1 -1.1 -0.6
C -0.428 -0.362 -0.420 -0.6 -0.4 1.0
C -0.643 -0.006 0.921 4.8 -1.1 -3.5
C -1.818 0.136 1.684 -5.1 -2.3 1.8
C -1.471 -0.815 -1.537 0.4 1.1 0.2
H 2.583 -2.055 -1.051 -0.9 1.3 0.4
H 2.511 -0.981 0.351 1.8 1.2 1.3
H 1.233 -2.027 0.193 1.3 0.5 -1.2
H 1.049 -0.548 -2.147 -0.5 0.8 1.5
H 1.345 0.734 -0.875 0.3 -0.6 -0.2
H 0.380 0.060 1.532 -2.2 0.3 -1.5
H -1.865 -0.588 2.582 0.1 1.4 -1.8
H -2.809 -0.147 1.163 1.9 0.6 0.3
H -2.114 1.041 2.183 0.6 1.1 -0.2
H -1.047 -1.688 -2.179 -0.7 1.6 1.1
H -2.499 -1.002 -1.184 0.8 -0.3 0.2
H -1.645 0.111 -2.184 0.1 -1.3 0.4
H 2.751 -0.960 2.416 0.0 -0.1 0.1
H 1.276 -1.081 2.874 -0.2 -0.5 0.1
O 2.109 -0.607 3.040 0.4 0.9 -0.2
H 1.499 -2.584 -2.847 -1.9 -1.3 0.1
H 0.572 -3.489 -3.772 0.2 0.7 2.0
O 0.653 -3.152 -2.820 1.7 0.5 -2.2
H 0.439 3.048 1.329 1.2 -0.7 -0.2
H -0.998 2.518 1.395 -0.6 -1.2 -0.5
O -0.433 3.232 1.614 -1.3 2.1 0.9
H -0.322 0.163 -3.143 0.5 -0.4 0.0
H 0.845 1.168 -3.510 -0.4 -0.6 0.0
O -0.061 0.867 -3.731 0.2 1.1 -0.5
H -4.574 -0.130 -0.872 0.2 -2.2 1.6
H -4.572 -1.632 -1.017 -0.4 -4.1 -4.4
O -4.535 -1.034 -0.376 0.0 6.3 2.8
H 3.512 1.957 -3.250 -0.8 -1.7 0.0
H 2.846 1.407 -2.046 -0.3 -0.5 -1.0
O 3.049 1.102 -2.977 0.5 2.5 0.5
H 2.514 2.765 2.251 2.9 2.7 3.3
H 1.896 1.424 2.085 0.1 0.9 -0.6
O 2.011 2.328 1.664 -2.5 -4.2 -1.7
H 4.799 -0.071 -1.875 0.4 2.3 3.6
H 4.267 1.228 -1.147 0.9 -0.6 0.5
O 4.901 0.501 -0.956 -0.8 -1.7 -3.6
H 1.629 2.908 -0.900 -2.6 0.4 -1.6
H 2.391 2.566 0.166 1.2 -0.3 0.5
O 2.533 2.793 -0.772 2.1 -0.2 0.3
H -1.333 1.464 4.849 0.4 -1.0 -0.8
H -0.728 0.777 3.538 -0.4 0.3 1.0
O -1.176 0.602 4.392 0.3 0.9 0.4
H -2.916 -3.203 1.986 0.0 -2.7 0.8
H -3.454 -2.223 1.001 2.0 0.4 2.1
O -2.778 -2.315 1.789 -2.3 1.6 -2.9
H -1.117 -4.163 -0.933 0.4 0.5 1.2
H -0.605 -2.845 -0.409 0.3 0.7 -0.1
O -0.910 -3.687 -0.088 -0.6 -1.4 -1.1
H -2.206 1.988 -0.763 -1.2 1.0 1.0
H -3.441 2.933 -0.118 0.9 0.2 -0.2
O -3.148 2.084 -0.460 0.2 -1.2 -0.6
H -0.751 -2.188 2.209 -1.4 -0.4 -1.6
H -0.792 -1.549 3.624 1.3 -1.2 -1.4
O -0.209 -2.032 2.949 0.5 1.0 3.4
H -0.617 1.687 -1.859 1.2 1.4 1.0
H -0.331 3.102 -1.063 -0.3 -1.3 -0.4
O -0.202 2.117 -1.039 -1.3 1.5 -1.3

***

Record 6
14
Properties=species:S:1:pos:R:3:forces:R:3 method="wB97M-V/def2-TZVPD" charge=0 gap_ev=9.60 relative_energy_kcal_mol=0.00 total_energy_ha=-5488.543808 molar_mass_g_mol=263.92 homo_ev=-9.933
N 2.093 0.244 -2.724 -0.5 -0.3 0.9
C 1.485 0.142 -1.745 0.8 0.5 -1.4
C 0.737 0.189 -0.532 -0.6 -0.3 1.0
N -0.448 0.814 -0.565 2.2 0.1 -3.4
C -1.186 0.951 0.449 -1.1 -0.2 3.1
C -0.840 0.376 1.689 -1.1 1.2 1.9
C 0.386 -0.259 1.740 -1.0 -1.4 2.4
C 1.189 -0.397 0.648 0.3 0.5 -1.4
Br 2.840 -1.269 0.734 0.1 -0.1 0.0
H -2.069 1.540 0.307 -0.6 0.1 0.1
H -1.492 0.566 2.681 1.6 -0.7 -2.6
H 0.650 -0.825 2.655 0.0 0.7 -0.5
Br -1.484 -1.664 -2.484 0.3 -1.6 0.3
H -1.861 -0.405 -2.853 -0.4 1.5 -0.4

***

no.,LUMO (eV)
1,-0.303
2,-0.013
3,0.204
4,-0.264
5,0.061
6,-0.331